No. 1
This record from OMol25 describes one molecule with the formula C19H34O4. The level of theory is wB97M-V/def2-TZVPD.

Calculated values
LUMO energy   0.67 eV
E_tot   -1045.2899 Eh
Maximum force   0.73 eV Å⁻¹
Relative energy (zero: lowest compared OMol25 entry of this formula, charge and spin)   0.968 eV
HOMO   -9.7 eV
Frontier orbital gap   10.400 eV
SMILES   C#CCCCCCCCCCCC[C@H](O)C[C@H](O)COC(C)=O

Each line ends with the natural charge from an NBO analysis.
CARTESIAN COORDINATES (ANGSTROEM)
C  6.71  -5.29  0.96  -0.270
C  6.49  -4.56  1.88  0.020
C  6.21  -3.67  2.99  -0.485
C  5.00  -2.77  2.70  -0.378
C  5.27  -1.81  1.55  -0.395
C  4.04  -1.00  1.13  -0.392
C  3.57  -0.03  2.21  -0.393
C  2.51  0.95  1.71  -0.382
C  1.18  0.28  1.35  -0.401
C  0.13  1.30  0.95  -0.397
C  -1.26  0.70  0.71  -0.394
C  -1.31  -0.36  -0.40  -0.400
C  -0.84  0.11  -1.78  -0.416
C  -1.63  1.27  -2.41  0.124
O  -1.28  2.47  -1.77  -0.747
C  -3.15  1.04  -2.38  -0.465
C  -3.89  2.08  -3.23  0.071
O  -3.73  3.39  -2.72  -0.750
C  -5.38  1.71  -3.40  -0.104
O  -5.96  1.01  -2.30  -0.501
C  -6.11  1.65  -1.13  0.818
C  -6.83  0.79  -0.13  -0.716
O  -5.72  2.77  -0.92  -0.633
H  6.90  -5.93  0.16  0.232
H  6.02  -4.27  3.88  0.234
H  7.09  -3.05  3.18  0.228
H  4.14  -3.40  2.45  0.202
H  4.76  -2.21  3.61  0.203
H  5.62  -2.39  0.69  0.213
H  6.08  -1.12  1.83  0.191
H  4.29  -0.43  0.23  0.200
H  3.24  -1.69  0.88  0.195
H  4.43  0.54  2.57  0.197
H  3.16  -0.59  3.06  0.192
H  2.89  1.48  0.83  0.194
H  2.32  1.69  2.49  0.197
H  0.82  -0.29  2.21  0.190
H  1.35  -0.42  0.53  0.193
H  0.44  1.83  0.05  0.214
H  0.03  2.04  1.75  0.198
H  -1.62  0.24  1.63  0.191
H  -1.93  1.52  0.45  0.213
H  -0.69  -1.21  -0.11  0.203
H  -2.34  -0.73  -0.47  0.195
H  -0.89  -0.74  -2.46  0.205
H  0.20  0.43  -1.72  0.213
H  -1.32  1.33  -3.47  0.148
H  -1.90  3.15  -2.06  0.496
H  -3.37  0.04  -2.76  0.216
H  -3.49  1.11  -1.34  0.210
H  -3.45  2.11  -4.23  0.188
H  -4.30  3.47  -1.94  0.504
H  -5.95  2.63  -3.59  0.205
H  -5.51  1.03  -4.24  0.204
H  -7.87  1.09  -0.10  0.246
H  -6.76  -0.26  -0.42  0.237
H  -6.40  0.95  0.86  0.243

=====

No. 2
This record from OMol25 describes C19H35N5O4SSbSe4Si3Y as an isolated structure. The level of theory is wB97M-V/def2-TZVPD.

Calculated values
LUMO energy   3.62 eV
E_tot   -12471.2037 Eh
Charge   -2
Maximum force   0.61 eV Å⁻¹
Relative energy (zero: lowest compared OMol25 entry of this formula, charge and spin)   0.029 eV
HOMO   -1.9 eV
Frontier orbital gap   5.472 eV

Each line ends with the Löwdin charge.
CARTESIAN COORDINATES (ANGSTROEM)
Y  -0.09  0.03  -0.32  1.118
C  -1.66  0.66  2.64  -0.126
O  -0.45  0.22  2.03  -0.439
Si  1.09  0.91  2.44  0.304
C  0.80  2.69  2.90  -0.172
C  1.57  0.12  4.09  -0.153
C  2.03  0.43  0.97  -0.536
Si  2.93  1.67  -0.08  0.352
C  2.46  1.59  -1.92  -0.204
C  4.81  1.38  -0.12  -0.201
C  2.76  3.47  0.42  -0.185
Si  2.62  -1.31  0.88  0.351
C  2.31  -2.01  -0.87  -0.195
C  4.45  -1.67  1.20  -0.189
C  1.72  -2.53  2.01  -0.191
H  -1.57  0.62  3.73  0.081
H  -2.47  -0.01  2.33  0.081
H  -1.90  1.67  2.31  0.069
H  0.22  2.72  3.83  0.039
H  0.25  3.26  2.15  -0.023
H  1.75  3.19  3.09  0.031
H  0.75  0.23  4.81  0.027
H  2.43  0.68  4.49  0.032
H  1.84  -0.93  4.03  -0.002
H  2.53  0.60  -2.36  0.007
H  3.17  2.23  -2.46  0.035
H  1.46  2.00  -2.12  -0.019
H  5.08  0.51  -0.73  0.012
H  5.22  1.23  0.88  0.024
H  5.29  2.25  -0.57  0.022
H  3.22  4.07  -0.37  0.036
H  3.28  3.68  1.36  0.027
H  1.72  3.79  0.51  0.002
H  2.74  -1.40  -1.66  0.017
H  1.26  -2.21  -1.13  -0.017
H  2.78  -3.00  -0.92  0.040
H  5.11  -1.31  0.42  0.004
H  4.58  -2.76  1.28  0.025
H  4.76  -1.23  2.15  0.028
H  1.69  -3.50  1.51  0.030
H  0.69  -2.25  2.23  0.016
H  2.25  -2.67  2.95  0.021
N  -2.60  3.20  -4.06  0.137
C  -2.38  1.97  -3.58  -0.547
N  -3.30  1.42  -2.78  0.158
N  -1.26  1.33  -4.00  0.128
C  -0.81  0.38  -3.28  -0.403
N  -0.34  -0.49  -2.64  0.053
H  -3.28  3.75  -3.53  -0.022
H  -1.76  3.72  -4.29  0.011
H  -3.85  2.11  -2.25  -0.039
H  -3.00  0.63  -2.22  0.054
O  -2.49  -0.57  -0.47  -0.085
C  -2.31  -1.79  -0.37  -0.532
N  -1.14  -2.29  0.05  -0.099
S  -1.17  -3.93  0.12  0.627
O  -0.21  -4.50  -0.80  -0.299
O  -1.15  -4.40  1.47  -0.299
C  -2.82  -4.09  -0.53  -0.205
C  -3.55  -5.22  -0.79  -0.037
C  -4.84  -5.04  -1.28  -0.079
C  -5.36  -3.76  -1.49  -0.071
C  -4.61  -2.63  -1.21  0.010
C  -3.33  -2.82  -0.72  -0.123
H  -3.14  -6.21  -0.64  0.118
H  -5.45  -5.91  -1.51  0.099
H  -6.37  -3.66  -1.87  0.101
H  -4.99  -1.63  -1.36  0.126
Se  -0.91  5.77  -2.76  -0.251
Sb  -2.04  4.84  -0.81  -0.320
Se  -0.92  2.52  -0.47  0.091
Se  -4.40  4.29  -1.28  -0.182
Se  -1.68  5.89  1.34  -0.298

=====

No. 3
This record from OMol25 describes a 2-piece molecular cluster, C19H35N8O3 overall. The level of theory is wB97M-V/def2-TZVPD.

Calculated values
LUMO energy   -2.84 eV
E_tot   -1408.5815 Eh
Charge   +1
Maximum force   1.84 eV Å⁻¹
HOMO   -10.1 eV
Frontier orbital gap   7.235 eV

Each line ends with the natural charge from an NBO analysis.
CARTESIAN COORDINATES (ANGSTROEM)
O  3.76  2.87  5.77  -0.620
O  6.12  2.46  2.61  -0.626
N  -5.46  -1.14  -4.95  -0.474
O  -1.11  -0.68  -7.52  -0.535
C  3.67  1.66  5.95  0.669
C  5.85  1.83  3.62  0.673
C  -0.35  -0.18  0.80  0.665
C  -6.46  -1.27  -4.07  0.086
C  -4.19  -1.22  -4.54  0.405
C  -6.21  -1.49  -2.71  -0.318
C  -3.89  -1.43  -3.19  -0.338
C  -4.90  -1.58  -2.25  0.027
N  0.57  -0.56  -0.04  -0.760
N  6.77  1.81  4.59  -0.598
N  -4.32  -0.51  -0.17  -0.870
N  -3.19  -1.07  -5.51  -0.422
N  -0.15  0.79  1.67  -0.554
N  3.97  0.75  5.02  -0.632
N  -1.49  -0.80  0.75  -0.749
C  3.18  1.14  7.29  -0.711
C  6.85  1.01  5.81  -0.410
C  -4.59  -1.81  -0.79  -0.242
C  -1.03  -1.74  -6.56  -0.068
C  -2.38  0.02  -7.60  -0.073
C  -1.77  -1.40  -5.25  -0.236
C  -3.55  -0.71  -6.91  -0.241
C  1.08  1.60  1.83  -0.223
C  2.13  0.87  2.69  -0.408
C  3.42  1.70  2.80  -0.407
C  4.51  1.04  3.68  -0.120
H  -7.48  -1.21  -4.42  0.204
H  -7.06  -1.58  -2.04  0.217
H  -2.86  -1.47  -2.88  0.191
H  1.46  -0.08  -0.03  0.424
H  0.40  -1.31  -0.69  0.422
H  7.55  2.42  4.40  0.416
H  -3.95  0.13  -0.88  0.369
H  -5.20  -0.12  0.19  0.380
H  -0.91  1.02  2.29  0.420
H  3.86  -0.22  5.29  0.400
H  -2.30  -0.46  1.25  0.444
H  -1.66  -1.51  0.06  0.415
H  3.21  1.96  8.01  0.255
H  2.15  0.79  7.18  0.229
H  3.82  0.34  7.64  0.220
H  7.90  0.90  6.11  0.221
H  6.32  1.51  6.63  0.200
H  6.44  0.01  5.65  0.194
H  -5.43  -2.32  -0.29  0.220
H  -3.72  -2.47  -0.71  0.169
H  0.02  -1.94  -6.33  0.199
H  -1.46  -2.65  -6.99  0.174
H  -2.63  0.17  -8.65  0.200
H  -2.26  1.00  -7.14  0.171
H  -1.69  -2.27  -4.59  0.198
H  -1.28  -0.55  -4.76  0.182
H  -4.42  -0.04  -6.94  0.242
H  -3.81  -1.61  -7.47  0.196
H  0.83  2.55  2.31  0.241
H  1.51  1.82  0.85  0.202
H  2.36  -0.10  2.26  0.190
H  1.70  0.72  3.69  0.215
H  3.19  2.69  3.19  0.240
H  3.81  1.83  1.79  0.231
H  4.76  0.09  3.22  0.222

=====

Which of these has the lowest frontier orbital gap?
C19H35N5O4SSbSe4Si3Y